# 1
{"formula": "CCl2O3S", "method": "the ωB97M-V functional and the def2-TZVPD basis", "smiles": "ClOSCl.O=C=O", "homo_lumo_gap_ev": [7.53, 7.83], "symbols": ["Cl", "O", "S", "Cl", "O", "C", "O"], "positions_angstrom": [[2.802, 1.748, -0.431], [1.963, 0.439, 0.872], [2.340, -0.985, 0.563], [1.010, -1.725, -0.719], [-3.636, 0.833, -0.267], [-2.712, 0.175, -0.066], [-1.768, -0.484, 0.046]], "nbo_charge": [-0.079, -0.660, 0.896, -0.156, -0.506, 1.026, -0.522]}


# 2
{"formula": "CCl2S3", "method": "the ωB97M-V functional and the def2-TZVPD basis", "homo_lumo_gap_ev": [6.73, 7.08], "symbols": ["C", "S", "S", "S", "Cl", "Cl"], "positions_angstrom": [[-1.482, 0.196, 0.393], [-2.611, -0.228, 1.449], [0.367, -1.472, -0.327], [1.993, -0.593, 0.124], [-0.959, 1.643, -0.186], [2.692, 0.454, -1.453]], "nbo_charge": [-0.313, 0.188, -0.032, 0.195, 0.149, -0.187]}


# 3
{"formula": "CCl3NO", "method": "the ωB97M-V functional and the def2-TZVPD basis", "smiles": "[O-][N+](Cl)=C(Cl)Cl", "homo_lumo_gap_ev": 8.30, "symbols": ["O", "N", "Cl", "C", "Cl", "Cl"], "positions_angstrom": [[1.082, 0.731, 0.889], [0.482, 0.244, -0.076], [1.238, 0.698, -1.755], [-0.687, -0.409, -0.026], [-1.291, -1.128, -1.467], [-1.349, -0.828, 1.486]], "nbo_charge": [-0.373, 0.117, 0.030, 0.006, 0.094, 0.126]}


What are the ΔE to the lowest compared entry with this formula, charge and spin values for these records? In order: 9.9 37.5 20.8 kcal per mole.
What are the strongest force on any atom values for these records? In order: 0.01518 0.04510 0.04382 hartree/bohr.